Below is the molecule C22H25F3N4O2S, with properties calculated with wB97M-V/def2-TZVPD.

Results
Energy relative to the best compared isomer or geometry (same formula, charge and spin) (eV): 0.204
Calculated total energy (eV): -52264.01447
SMILES: COc1ccc(-c2cc(C(F)(F)F)nc(SCCC(=O)N3CCN4CCC[C@H]4C3)n2)cc1
HOMO energy (eV): -8.072
F_max (eV/A): 0.7
LUMO (eV): 0.112

```
57
Properties=species:S:1:pos:R:3:forces:R:3:mulliken_charge:R:1
C -5.285199 0.934316 0.467181 -0.198 -0.139 0.033 -0.823
H -5.141326 -0.047774 0.005807 0.011 0.023 0.027 0.275
O -4.143846 1.745691 0.320188 0.234 0.179 -0.055 -0.475
C -2.973601 1.332772 0.858698 0.286 -0.042 0.090 0.970
C -1.876698 2.176519 0.655924 -0.219 -0.080 -0.017 -0.520
C -0.639020 1.840063 1.147539 -0.063 -0.131 0.158 -0.219
C -0.452651 0.656511 1.868540 -0.555 -0.006 -0.063 0.538
C -1.552019 -0.170339 2.085536 0.393 0.258 -0.009 -0.805
C -2.797689 0.156393 1.584253 -0.413 0.072 -0.129 -0.621
H -3.622279 -0.515906 1.761561 -0.101 -0.038 -0.022 0.416
H -1.431982 -1.101323 2.618275 0.012 -0.103 0.065 0.347
C 0.880073 0.307637 2.351547 0.408 -0.331 0.524 0.334
N 1.914005 0.787557 1.666584 -0.217 0.059 -0.075 -0.215
C 3.128715 0.517423 2.112409 -0.315 -0.042 0.264 0.139
N 3.427314 -0.152539 3.219012 0.265 -0.108 0.078 -0.558
C 2.401282 -0.643540 3.888094 -0.304 0.087 -0.246 -0.074
C 1.084352 -0.465989 3.503711 0.224 0.123 -0.213 -0.717
H 0.270381 -0.868463 4.080705 -0.083 -0.022 0.064 0.533
C 2.732647 -1.385334 5.162445 0.092 -0.288 0.669 0.839
F 3.923332 -1.976384 5.145973 0.066 0.078 -0.257 -0.262
F 2.719762 -0.555413 6.224167 0.002 0.238 -0.109 -0.259
F 1.824059 -2.340220 5.433847 -0.202 -0.032 -0.214 -0.273
S 4.500020 1.145356 1.253899 0.367 0.319 -0.465 -0.235
C 3.787052 1.439869 -0.405494 0.263 -0.171 0.451 -0.261
C 3.851977 0.169537 -1.254568 -0.035 -0.112 0.020 -1.224
C 2.660817 -0.751203 -1.018108 0.453 0.109 -0.171 1.028
O 2.684539 -1.601157 -0.145984 0.161 -0.181 0.279 -0.665
N 1.607025 -0.622614 -1.856849 -0.348 -0.108 -0.184 0.244
C 1.333027 0.454144 -2.779642 -0.259 0.358 -0.045 -0.792
H 2.144103 1.177668 -2.803568 0.020 -0.048 -0.025 0.593
C 0.036602 1.168774 -2.345253 0.224 0.018 -0.126 -0.689
N -1.085238 0.280802 -2.190148 -0.105 -0.053 0.109 0.276
C -1.761617 -0.158080 -3.403173 -0.156 0.204 -0.257 -0.522
H -1.087010 -0.219880 -4.268282 -0.029 -0.006 -0.002 0.190
C -2.352941 -1.538105 -3.074657 0.013 0.005 -0.014 -0.766
H -1.893149 -2.308834 -3.693237 -0.037 0.003 -0.033 0.328
H -3.426536 -1.569334 -3.249553 -0.009 -0.048 -0.056 0.400
C -2.014097 -1.763152 -1.596323 0.149 0.111 0.050 -0.520
H -2.825912 -1.405640 -0.964084 -0.012 -0.023 0.076 0.118
C -0.789615 -0.881871 -1.372609 0.116 -0.299 0.139 1.918
C 0.516489 -1.577342 -1.788379 -0.284 -0.126 0.340 -1.664
H 0.788801 -2.342693 -1.060842 -0.052 0.031 -0.127 0.438
H 0.402022 -2.038185 -2.776309 -0.005 -0.037 -0.031 0.316
H -0.689965 -0.559857 -0.333317 0.026 -0.073 -0.058 -1.515
H -1.821531 -2.808443 -1.363945 -0.027 -0.080 0.063 0.456
H -2.540824 0.572677 -3.642329 0.055 -0.060 -0.151 0.436
H -0.221835 1.945034 -3.068194 0.033 0.068 0.023 0.446
H 0.212022 1.637980 -1.372223 0.122 0.094 -0.074 -0.030
H 1.208574 0.031310 -3.785182 0.070 0.078 0.012 0.207
H 4.740784 -0.396365 -0.966972 -0.128 -0.004 -0.098 0.458
H 3.945176 0.421844 -2.310895 -0.017 0.011 -0.003 0.480
H 2.767858 1.791482 -0.259004 0.048 0.136 -0.097 0.011
H 4.401349 2.228061 -0.838717 -0.047 0.028 0.021 0.467
H 0.207088 2.493472 0.999713 0.060 0.059 -0.058 0.473
H -2.030801 3.087621 0.100816 -0.012 0.125 -0.081 0.419
H -5.556053 0.806663 1.519888 0.028 -0.006 -0.037 0.352
H -6.087815 1.458805 -0.048470 0.031 -0.073 0.049 0.258
```
Positions in Å, forces in eV/Å.